Record 1
{
  "formula": "C23H35F2N3NbO6",
  "method": "ωB97M-V with the def2-TZVPD basis set",
  "species": ["C", "C", "O", "Nb", "C", "C", "O", "C", "O", "C", "C", "O", "O", "C", "C", "O", "C", "C", "N", "N", "N", "H", "H", "H", "H", "H", "H", "H", "H", "H", "H", "H", "H", "H", "H", "H", "H", "H", "H", "H", "H", "H", "H", "H", "H", "H", "F", "C", "C", "C", "C", "C", "C", "H", "H", "H", "H", "H", "F", "C", "C", "C", "C", "C", "C", "H", "H", "H", "H", "H"],
  "xyz": [[1.183, -1.048, -4.822], [-0.208, -0.496, -4.215], [-0.093, 0.939, -4.103], [0.213, 1.614, -2.152], [-1.684, 0.614, -1.337], [-2.967, 0.766, -2.278], [-3.997, -0.267, -2.001], [-4.162, -0.398, -0.587], [-4.055, -1.487, 0.014], [1.504, -0.160, -1.538], [1.783, -0.267, 0.048], [1.323, -1.316, 0.656], [2.540, 0.688, 0.802], [1.738, 1.449, 1.695], [0.190, 1.241, 1.992], [2.316, 2.409, 2.276], [-1.008, 3.495, -2.735], [-0.393, 4.863, -2.101], [-0.814, 5.063, -0.679], [-0.935, 6.059, -2.865], [1.090, 4.938, -2.248], [1.067, -1.090, -5.962], [1.534, -2.027, -4.361], [1.958, -0.215, -4.624], [-1.018, -0.692, -5.019], [-0.561, -1.036, -3.277], [1.761, 2.414, -2.759], [0.450, 2.388, -0.534], [-1.478, -0.491, -1.063], [-1.916, 1.156, -0.340], [-2.716, 0.751, -3.401], [-3.504, 1.772, -2.101], [-4.353, 0.530, 0.074], [2.550, -0.045, -2.011], [1.113, -1.186, -1.835], [-0.131, 0.146, 2.093], [-0.490, 1.770, 1.247], [-0.009, 1.713, 3.025], [-1.061, 3.572, -3.886], [-2.092, 3.436, -2.376], [-0.302, 5.885, -0.314], [-0.617, 4.236, -0.101], [-0.164, 6.757, -2.803], [-1.699, 6.459, -2.290], [1.334, 4.534, -3.159], [1.586, 4.491, -1.470], [5.667, -5.686, 1.253], [5.605, -4.380, 1.567], [4.517, -3.630, 1.147], [4.449, -2.280, 1.477], [5.477, -1.694, 2.213], [6.566, -2.457, 2.626], [6.628, -3.809, 2.306], [3.732, -4.102, 0.568], [3.600, -1.685, 1.158], [5.426, -0.640, 2.465], [7.367, -1.997, 3.196], [7.464, -4.420, 2.626], [-2.343, -1.221, 4.390], [-3.305, -2.154, 4.313], [-3.879, -2.440, 3.084], [-4.872, -3.410, 3.004], [-5.287, -4.076, 4.156], [-4.706, -3.777, 5.385], [-3.705, -2.815, 5.464], [-3.550, -1.906, 2.200], [-5.323, -3.647, 2.047], [-6.065, -4.830, 4.093], [-5.033, -4.294, 6.281], [-3.236, -2.575, 6.411]],
  "forces_ev_per_angstrom": [[-0.1, 1.0, 0.1], [-0.1, -0.5, -1.8], [0.1, -0.6, 2.6], [-1.9, -0.6, -4.4], [-1.0, -0.1, 1.0], [0.3, 1.3, 0.2], [0.3, -0.1, 2.8], [0.9, -2.4, 0.8], [-0.7, 3.3, -2.5], [2.6, -0.5, 2.6], [-2.4, -5.0, 0.1], [2.1, 5.0, -2.1], [-2.8, -0.1, -0.2], [1.3, 3.6, 1.9], [-0.3, -0.7, 0.9], [-1.8, -3.8, -2.2], [0.1, 1.2, 0.9], [-0.7, -0.1, -0.5], [0.5, -0.3, -0.6], [0.8, 0.3, 1.0], [-0.9, 0.5, -0.1], [0.3, -0.3, 1.7], [-0.5, 1.2, -0.8], [-1.1, -1.5, -0.2], [1.1, 0.2, 1.3], [0.6, 0.8, -1.0], [0.2, -0.1, 0.5], [0.2, 0.2, -0.1], [-0.4, 1.6, -0.5], [0.2, -1.0, -1.4], [-0.5, -0.5, 1.8], [1.1, -1.3, -0.2], [0.2, -0.9, -1.6], [-1.5, 0.1, 0.5], [0.4, 1.4, 0.6], [0.7, 1.5, -0.5], [1.3, -0.8, 0.8], [0.6, -0.6, -1.7], [0.3, 0.0, 1.7], [1.3, 0.0, -0.4], [-0.3, -0.8, -0.2], [0.2, 0.5, -0.4], [-0.7, -0.6, -0.1], [0.5, -0.5, -0.5], [0.2, 0.0, 0.9], [-0.4, -0.2, -0.8], [0.0, -0.2, 0.0], [-0.1, 0.9, 0.2], [-0.1, -0.1, -0.1], [0.3, 0.0, 0.1], [0.0, 0.0, 0.0], [-0.3, 0.0, -0.2], [0.1, -0.2, 0.0], [0.0, 0.0, 0.0], [0.1, -0.2, 0.1], [0.0, -0.1, 0.0], [-0.1, -0.1, 0.0], [0.0, 0.0, 0.0], [0.1, 0.1, 0.0], [-0.6, -0.6, -0.1], [0.2, 0.2, -0.1], [0.1, 0.0, 0.4], [0.0, 0.0, 0.0], [0.0, 0.1, -0.3], [0.1, 0.1, 0.2], [-0.1, -0.1, 0.0], [0.1, 0.1, 0.1], [0.1, 0.1, 0.0], [0.1, 0.1, -0.1], [0.0, 0.0, -0.1]],
  "charge": -1,
  "lumo_ev": 1.75,
  "homo_ev": -5.6,
  "e_tot_ha": -1769.621013,
  "multiplicity": 1
}

=====

Record 2
{
  "formula": "C17H21N3O5S2",
  "method": "ωB97M-V with the def2-TZVPD basis set",
  "species": ["O", "S", "O", "N", "H", "C", "C", "C", "C", "N", "C", "C", "H", "H", "H", "H", "H", "H", "C", "C", "C", "C", "C", "C", "H", "H", "S", "O", "O", "N", "H", "C", "H", "C", "C", "H", "C", "H", "C", "H", "H", "O", "H", "H", "H", "H", "H", "H"],
  "xyz": [[3.218, -0.590, -1.616], [2.920, -0.860, -0.355], [3.174, -2.049, 0.201], [3.471, 0.295, 0.622], [3.719, -0.242, 1.382], [4.324, 1.163, 0.143], [5.714, 0.634, 0.298], [6.839, 1.680, 0.116], [8.101, 1.190, 0.163], [8.482, -0.169, 0.176], [7.380, -0.777, 0.100], [6.002, -0.497, -0.052], [5.346, -1.513, -0.156], [7.738, -1.932, 0.057], [8.994, 1.814, 0.214], [6.605, 2.689, 0.429], [4.326, 2.047, 0.666], [4.048, 1.338, -0.872], [1.131, -0.361, -0.239], [0.273, -1.029, 0.950], [-1.080, -0.749, 0.905], [-1.721, 0.283, 0.304], [-0.884, 0.908, -0.805], [0.394, 0.512, -0.850], [1.061, 1.068, -2.045], [-1.285, 1.542, -1.499], [-3.328, 0.409, 0.319], [-3.509, 2.099, -0.165], [-3.837, 0.200, 1.760], [-3.940, -0.502, -0.731], [-4.261, -1.213, -0.411], [-5.027, -0.021, -1.838], [-4.741, 1.084, -1.931], [-6.431, -0.235, -1.122], [-6.780, 0.964, -0.123], [-7.263, 2.029, -0.578], [-7.515, 0.323, 0.792], [-7.498, 0.843, 2.190], [-6.858, -0.992, 1.006], [-7.578, -1.726, 1.451], [-5.844, -1.050, 1.753], [-6.654, -1.251, -0.127], [-8.683, 0.155, 0.694], [-5.878, 1.304, 0.317], [-7.245, -0.091, -1.992], [-4.777, -0.668, -2.631], [-1.557, -1.290, 1.817], [0.923, -1.952, 1.498]],
  "forces_ev_per_angstrom": [[2.8, 1.9, -9.8], [-7.1, 6.2, 3.9], [0.8, -7.6, 3.9], [-4.9, -3.6, 1.1], [0.9, -0.6, 2.7], [4.1, 2.4, -1.0], [-0.6, 12.2, -1.7], [-1.5, -2.4, 2.6], [2.2, 0.9, -0.1], [-1.1, 4.4, 0.2], [1.6, -8.9, -1.3], [2.2, -12.0, -0.7], [1.5, 3.0, 0.2], [-1.8, 2.0, 0.1], [-0.5, 0.4, -0.1], [0.2, 0.2, -0.6], [-0.6, 2.5, 1.1], [0.4, 0.5, -0.9], [-0.8, -5.6, 7.2], [4.8, -0.8, -3.9], [0.7, -2.7, 5.9], [6.4, 0.9, -5.0], [-3.2, -2.5, 5.0], [3.3, 4.3, -7.9], [-1.9, -1.6, 3.7], [-1.1, 1.6, -1.3], [-4.6, 11.0, 5.7], [0.4, -7.0, 1.1], [1.7, -0.3, -4.6], [1.7, 9.0, -8.5], [-4.7, -11.5, 5.1], [1.1, 0.7, 4.5], [-0.8, -1.5, -0.3], [-1.8, 3.8, -0.5], [2.0, 5.9, -6.2], [1.2, -3.2, 0.8], [-7.0, -0.1, 11.7], [-0.1, -0.9, -4.2], [-1.2, 2.3, 14.0], [0.4, 0.5, 0.1], [-2.5, 0.6, -1.6], [4.9, -7.1, -17.7], [2.4, 0.5, -0.4], [1.1, 0.4, 0.4], [1.5, -1.5, 1.9], [-0.1, -0.4, -1.2], [0.0, 0.9, -1.9], [-2.6, 2.8, -1.2]],
  "e_above_lowest_kcal_mol": 437.4,
  "lumo_ev": -0.94,
  "homo_ev": -9.4,
  "e_tot_ha": -1996.519503,
  "multiplicity": 1
}

=====

Record 3
{
  "formula": "C3H6N2O",
  "method": "ωB97M-V with the def2-TZVPD basis set",
  "species": ["C", "C", "N", "O", "C", "N", "H", "H", "H", "H", "H", "H"],
  "xyz": [[-0.637, -0.357, -0.258], [0.238, -0.442, -1.462], [-0.179, 0.273, 0.883], [-0.292, 2.155, 1.074], [0.393, -1.015, 1.141], [1.093, -1.817, 1.623], [0.651, 2.370, 1.115], [-0.898, 0.572, 1.634], [-1.713, -0.379, -0.415], [0.024, -1.353, -2.025], [0.025, 0.417, -2.108], [1.296, -0.424, -1.202]],
  "forces_ev_per_angstrom": [[-0.8, 0.3, -1.0], [0.0, 0.0, 0.0], [-1.2, -1.2, 2.0], [0.3, 1.2, -0.1], [1.1, 0.7, 1.2], [-0.7, 0.1, -0.5], [-0.1, 0.1, 0.0], [1.4, -1.1, -1.6], [0.0, -0.1, 0.0], [0.0, 0.1, 0.0], [0.0, 0.0, 0.0], [-0.1, 0.0, 0.0]],
  "e_above_lowest_kcal_mol": 158.7,
  "lumo_ev": [-0.59, -0.66],
  "homo_ev": [-9.7, -8.3],
  "e_tot_ha": -302.440200,
  "multiplicity": 1
}

=====

Record 4
{
  "formula": "C15H16ClN2O6V",
  "method": "ωB97M-V with the def2-TZVPD basis set",
  "species": ["V", "O", "C", "O", "C", "C", "C", "C", "C", "N", "H", "H", "H", "H", "C", "N", "C", "C", "C", "C", "C", "C", "C", "C", "H", "H", "H", "H", "H", "H", "H", "H", "H", "H", "H", "H", "O", "Cl", "O", "O", "O"],
  "xyz": [[0.671, 0.079, 0.878], [-1.075, 2.862, -1.579], [-0.494, 2.167, -0.752], [-0.665, 0.935, -0.491], [0.580, 2.860, 0.104], [0.918, 4.187, -0.117], [1.876, 4.771, 0.692], [2.474, 4.013, 1.693], [2.094, 2.693, 1.839], [1.167, 2.131, 1.060], [0.408, 4.712, -0.911], [2.158, 5.807, 0.549], [3.227, 4.431, 2.347], [2.535, 2.048, 2.589], [-3.233, 3.602, 2.479], [-3.133, 2.171, 2.668], [-3.605, 1.477, 1.478], [-1.747, 1.805, 2.965], [-1.565, 0.336, 3.275], [-2.340, -0.205, 4.301], [-2.251, -1.548, 4.625], [-1.371, -2.353, 3.911], [-0.600, -1.799, 2.898], [-0.661, -0.440, 2.531], [-4.270, 3.881, 2.279], [-2.619, 3.961, 1.634], [-2.904, 4.122, 3.382], [-4.653, 1.729, 1.303], [-3.521, 0.401, 1.620], [-3.024, 1.744, 0.581], [-1.430, 2.413, 3.821], [-1.095, 2.070, 2.122], [-3.035, 0.440, 4.830], [-2.861, -1.963, 5.420], [-1.286, -3.410, 4.141], [0.078, -2.462, 2.365], [2.812, -0.226, -0.473], [2.726, -1.386, 0.389], [2.590, -0.870, 1.749], [3.826, -2.262, 0.249], [1.452, -2.030, 0.097]],
  "forces_ev_per_angstrom": [[-0.7, 0.0, 0.2], [0.0, -0.1, 0.0], [0.1, 0.2, 0.0], [0.3, -0.1, 0.2], [0.0, 0.1, -0.1], [0.0, 0.0, 0.1], [0.0, 0.0, 0.0], [0.0, 0.0, 0.0], [0.0, 0.0, 0.0], [0.0, 0.0, -0.1], [0.0, 0.0, 0.0], [0.0, 0.0, 0.0], [0.0, 0.0, 0.0], [0.0, 0.0, 0.0], [0.0, 0.0, 0.0], [0.0, 0.0, 0.0], [0.0, 0.0, -0.1], [0.0, 0.0, 0.0], [0.0, 0.1, -0.1], [0.0, 0.0, 0.0], [0.0, 0.0, 0.0], [0.0, 0.0, 0.0], [0.0, 0.0, 0.0], [0.3, -0.1, -0.2], [0.0, 0.0, 0.0], [0.0, 0.0, 0.0], [0.0, 0.0, 0.0], [0.0, 0.0, 0.0], [0.0, 0.0, 0.0], [0.0, 0.0, 0.0], [0.0, 0.0, 0.0], [0.0, 0.0, 0.0], [0.0, 0.0, 0.0], [0.0, 0.0, 0.0], [0.0, 0.0, 0.0], [0.0, 0.0, 0.0], [0.2, 0.1, -0.3], [-0.3, 0.2, -0.1], [0.2, 0.0, 0.4], [0.1, -0.1, 0.0], [-0.1, -0.4, -0.1]],
  "charge": -1,
  "lumo_ev": [2.77, 2.73],
  "homo_ev": [-4.2, -5.4],
  "e_tot_ha": -2546.201193,
  "s2": 3.76,
  "multiplicity": 4
}

=====

What is the formula in the first record?
C23H35F2N3NbO6